1.
Here is a single C6H8 molecule in a non-equilibrium geometry from OMol25. Energies are from ωB97M-V/def2-TZVPD.

The geometry in XYZ format:
```
14
Properties=species:S:1:pos:R:3:mulliken_charge:R:1
H 0.659 -2.305 -0.473 0.24
H -1.969 0.623 1.003 0.34
C 0.420 0.732 -1.006 -0.31
C -0.916 0.768 1.149 -1.12
C -0.188 -1.500 -0.582 -0.52
H -0.574 1.810 0.928 0.29
C -0.132 -0.368 -1.639 -0.26
H 1.672 1.462 0.629 0.26
H -0.947 -0.277 -2.507 0.25
H -0.626 0.589 2.156 0.37
C 0.145 -0.125 0.492 0.49
H -1.233 -1.945 -0.361 0.27
C 1.418 0.592 0.157 -0.55
H 2.268 -0.056 0.053 0.24
```

Output
- E_LUMO: 0.8 eV
- Structure (SMILES): C[C@@]12CC=C1C2
- Orbital gap: 8.39 eV
- HOMO energy: -0.27761 hartree
- M: 80.13 Da
- Maximum force: 4.310 eV Å⁻¹
- Energy relative to the best compared isomer or geometry (same formula, charge and spin): 122.5 kcal per mole



2.
Here is a single C6H12OS molecule in a non-equilibrium geometry from OMol25. Energies are from ωB97M-V/def2-TZVPD.

The geometry in XYZ format:
```
20
Properties=species:S:1:pos:R:3:mulliken_charge:R:1
C 0.647 -0.270 0.159 -0.56
S 0.103 -1.482 -0.996 -0.14
O 1.423 0.462 3.260 -0.52
H 0.959 1.826 1.558 0.22
C 0.062 0.052 1.345 0.55
H -0.539 0.980 -3.997 0.32
C 0.510 1.015 2.292 -0.37
H 1.283 0.345 -0.316 0.48
H -0.390 1.327 -2.210 0.23
C -1.178 -0.871 1.763 -1.18
C 0.366 -0.489 -2.590 -0.73
H -1.057 -1.653 2.569 0.28
H -1.254 -1.599 0.926 0.25
H -0.462 1.372 2.803 0.24
H 0.472 -1.315 -3.346 0.36
C -0.672 0.597 -2.964 -0.87
H 1.314 -0.159 -2.474 0.48
H -2.138 -0.369 2.100 0.29
H 2.209 -0.074 2.818 0.36
H -1.659 0.306 -2.701 0.30
```

Output
- E_LUMO: 0.8 eV
- Structure (SMILES): CCS/C=C(\C)CO
- Orbital gap: 9.10 eV
- HOMO energy: -0.30603 hartree
- M: 132.23 Da
- Maximum force: 5.604 eV Å⁻¹
- Energy relative to the best compared isomer or geometry (same formula, charge and spin): 62.4 kcal per mole



3.
Here is a molecular structure, C63H180CsN28O10P9 in a non-equilibrium geometry from OMol25. Energies are from ωB97M-V/def2-TZVPD.

The geometry in XYZ format:
```
291
Properties=species:S:1:pos:R:3:mulliken_charge:R:1
H 8.696 -33.843 0.364 0.46
H 10.463 -28.689 -5.199 0.28
H 16.002 -26.996 -10.026 0.51
H 13.238 -29.120 -0.716 0.53
C 4.804 -26.357 -7.243 -0.92
H 5.854 -27.174 -3.263 0.38
H 9.107 -27.129 -10.140 0.35
H 16.179 -30.625 -5.983 0.77
C 8.779 -32.854 -0.061 -1.14
H 5.688 -25.930 0.146 0.28
H 9.429 -27.022 -2.175 0.38
H 10.307 -31.088 -1.074 0.09
C 11.349 -36.548 -13.689 -1.05
P 15.327 -30.736 -2.523 0.76
N 9.366 -35.259 -1.490 0.57
H 10.578 -35.855 -13.387 0.25
H 5.106 -27.000 -6.424 0.06
H 12.946 -24.773 -9.903 -0.04
H 3.925 -30.018 -6.233 0.27
O 14.255 -27.126 -14.247 -0.98
H 10.377 -41.777 -7.370 0.29
H 18.343 -30.763 -4.342 0.32
O 13.865 -24.684 -5.853 -1.23
N 10.461 -39.754 -6.444 0.29
H 7.353 -37.060 -7.823 0.39
C 2.636 -32.295 -6.202 -1.18
H 13.351 -30.873 -12.178 0.18
H 11.620 -27.985 -6.242 -0.67
H 5.302 -25.353 -7.201 0.23
H 4.373 -32.823 -11.642 0.22
N 14.971 -26.944 -11.781 0.41
C 7.729 -37.614 -8.679 -1.68
H 10.949 -26.611 0.120 0.37
H 13.166 -33.006 -4.202 0.34
H 7.594 -25.875 -6.377 0.69
C 6.583 -29.344 -10.122 -0.71
H 7.438 -34.597 -4.817 -0.37
H 9.462 -37.203 -2.332 0.19
H 11.334 -27.956 -12.683 0.41
C 10.589 -32.406 -6.789 1.68
H 10.276 -28.219 0.560 0.11
H 6.193 -33.216 -1.205 0.12
H 10.140 -22.715 -4.718 0.33
H 13.996 -36.649 -10.141 0.31
H 14.760 -21.173 -6.836 0.35
H 2.945 -33.370 -6.265 0.32
H 13.028 -31.280 -3.888 -0.32
P 14.527 -27.947 -13.025 0.43
H 3.830 -35.248 -9.254 0.31
H 8.757 -24.874 1.169 0.31
H 14.845 -31.415 -5.110 -0.46
H 9.941 -36.030 -10.487 0.16
N 7.279 -28.101 -9.897 0.57
H 9.521 -34.059 -11.205 0.33
H 10.423 -25.606 -7.388 -0.02
H 14.709 -28.227 -10.174 0.23
H 10.850 -35.535 0.031 0.32
H 6.996 -38.307 -8.970 0.57
H 12.595 -33.115 -6.378 -0.52
H 5.956 -35.235 -3.989 0.44
N 13.207 -28.727 -12.299 0.83
N 3.998 -31.473 -9.866 0.68
O 8.303 -29.208 -0.304 -0.53
H 6.778 -34.842 -0.823 0.51
H 10.224 -22.834 -6.419 0.09
H 8.817 -27.039 -5.817 -0.25
H 6.809 -33.914 -7.653 0.41
H 17.208 -30.323 -12.483 0.41
C 12.814 -31.587 -7.893 2.77
H 6.898 -28.524 2.593 0.28
C 12.300 -31.292 -9.320 0.09
H 11.069 -37.580 -13.345 0.40
H 11.720 -30.251 -12.286 0.41
C 10.547 -33.692 -11.012 -1.38
H 9.453 -24.734 -0.443 0.27
C 8.617 -28.108 -10.367 -1.00
H 15.306 -25.396 -13.110 0.37
O 13.512 -29.390 -7.292 -0.29
C 16.118 -30.053 -12.311 -0.54
H 13.562 -37.615 -14.045 0.39
C 14.657 -35.811 -10.315 -1.21
H 12.469 -39.808 -5.758 0.29
H 3.961 -29.743 -7.948 0.09
H 5.214 -27.602 -1.712 0.39
H 5.219 -28.804 2.087 0.38
H 14.825 -27.499 -2.069 0.25
H 11.238 -31.362 -9.286 -0.05
H 7.747 -25.088 -0.320 0.40
H 9.006 -37.134 -0.635 0.40
H 5.662 -33.089 -6.508 -0.09
C 4.865 -34.964 -8.952 -0.97
H 10.255 -39.869 -9.144 0.28
H 10.888 -36.920 -4.482 0.29
N 12.172 -24.488 -7.954 0.87
C 12.147 -27.822 -11.980 -1.11
H 7.645 -29.586 -6.102 -0.54
C 7.768 -26.868 -6.085 -0.85
H 5.582 -34.828 -1.881 0.45
C 13.577 -37.309 -13.028 -0.99
N 14.155 -29.563 -2.633 0.55
H 11.836 -38.245 -6.161 0.09
C 10.719 -35.151 -1.011 -1.03
C 15.515 -30.534 -5.149 -0.27
H 12.748 -21.107 -8.325 0.32
C 10.504 -31.104 -5.953 -0.07
H 12.481 -26.796 -11.984 0.49
N 9.108 -32.720 -1.486 0.82
H 17.995 -30.032 -2.732 0.34
C 4.840 -32.096 -10.864 -0.80
C 12.729 -23.950 -9.158 -1.02
C 11.843 -39.275 -6.468 -0.73
H 10.736 -26.261 -4.800 -0.18
H 14.611 -37.036 -12.755 0.27
H 6.394 -29.607 -7.324 -0.33
H 13.115 -30.756 -1.252 0.26
C 15.727 -25.757 -12.148 -1.16
H 12.394 -32.456 -2.718 0.82
H 12.675 -32.042 -10.035 -0.44
C 12.759 -30.138 -12.632 -1.52
N 12.996 -22.363 -6.621 0.41
H 15.629 -30.985 -12.255 0.16
H 7.890 -32.390 0.153 0.20
H 1.541 -32.276 -6.235 0.26
H 15.989 -29.560 -11.324 0.09
C 10.178 -27.138 0.661 -0.94
C 6.222 -28.762 1.745 -0.87
H 11.589 -36.403 -14.702 0.36
H 4.751 -26.541 1.504 0.35
H 16.889 -28.777 -14.925 0.33
H 2.243 -30.362 -9.580 0.33
P 6.935 -27.078 -8.616 -0.09
H 12.056 -25.676 -3.951 0.12
H 9.283 -24.038 -5.547 0.17
H 8.313 -26.216 -3.284 0.29
C 3.403 -30.243 -7.180 -0.83
H 6.332 -25.989 1.823 0.31
H 14.347 -32.636 -8.899 -0.31
H 12.155 -29.454 -2.048 0.21
H 12.166 -29.030 -4.839 -0.20
H 4.413 -25.659 -9.920 0.32
H 15.386 -28.331 -3.542 -0.04
C 10.979 -25.249 -8.248 -0.89
H 10.853 -35.984 -7.332 0.28
O 7.479 -25.738 -8.830 -0.88
C 8.460 -27.123 -2.666 -1.23
H 8.626 -28.250 -11.458 0.42
H 14.646 -32.522 -7.159 0.39
C 8.697 -25.320 0.120 -1.05
C 11.044 -35.997 -10.462 -0.89
H 10.536 -24.831 -3.655 0.56
H 7.847 -36.725 -1.977 0.25
N 9.685 -37.353 -6.169 0.60
H 11.742 -28.089 -10.977 0.02
H 6.569 -29.690 1.260 0.12
H 12.440 -39.296 -7.415 0.23
H 3.371 -27.084 -9.530 0.29
N 3.229 -31.661 -7.335 0.61
N 14.431 -32.152 -2.685 0.38
H 10.645 -32.951 -11.772 0.29
H 14.441 -34.178 -2.416 0.38
H 14.863 -32.981 -11.937 -0.29
C 13.194 -32.245 -3.419 -1.12
H 8.941 -30.737 -2.160 0.17
H 10.523 -33.322 -9.975 0.30
O 16.199 -30.735 -1.298 -0.92
H 14.986 -35.296 -9.426 0.34
H 9.624 -38.223 -4.212 0.63
C 9.670 -31.485 -1.922 0.16
C 15.001 -27.226 -10.355 -0.46
H 15.663 -33.741 -3.569 0.28
C 5.760 -26.533 1.056 -1.00
H 10.305 -31.660 -2.819 -0.94
H 9.483 -30.646 -5.917 -0.43
H 9.168 -39.118 -10.343 0.34
H 5.329 -31.288 -11.449 0.31
C 11.426 -28.843 -5.590 -0.29
H 15.264 -28.789 -15.396 0.38
H 13.758 -27.688 -3.328 0.09
N 15.564 -29.178 -13.356 0.50
H 11.390 -35.603 -1.724 0.36
C 11.144 -25.318 -4.442 -0.55
H 10.951 -41.581 -5.753 0.40
C 6.695 -34.404 -4.060 -0.94
P 3.493 -32.585 -8.678 0.24
H 11.283 -26.021 -8.924 0.25
C 11.979 -32.741 -7.264 -0.34
C 14.550 -28.207 -2.862 -0.50
N 12.581 -36.282 -12.879 0.31
P 12.699 -24.003 -6.400 0.44
H 12.058 -23.236 -9.580 0.38
H 5.240 -35.700 -8.221 0.36
H 10.989 -34.086 -1.009 0.17
H 6.137 -28.950 -5.689 -0.04
N 6.344 -27.810 0.716 0.30
H 14.832 -22.545 -5.669 0.20
H 16.009 -30.438 -15.098 0.27
H 12.067 -33.553 -7.994 -0.26
C 6.119 -27.662 -2.327 -1.22
H 10.360 -24.550 -8.766 0.49
H 6.164 -28.724 -2.520 0.40
N 11.453 -34.791 -11.150 1.09
H 9.138 -36.457 -4.353 0.21
O 9.760 -33.856 -3.780 -0.14
H 8.551 -40.405 -9.292 0.24
H 11.374 -35.991 -9.393 -0.22
H 13.932 -21.077 -5.285 0.31
P 8.989 -34.004 -2.519 -0.74
N 7.337 -27.233 -1.691 0.45
C 14.231 -31.977 -7.996 -1.83
H 6.407 -32.201 -7.845 -0.35
C 13.144 -29.697 -1.605 -1.25
H 13.684 -23.445 -9.020 0.35
P 12.798 -34.797 -12.203 0.35
O 12.809 -33.667 -13.135 -1.04
H 17.767 -29.150 -4.305 0.32
C 10.183 -23.428 -5.536 -0.64
H 7.127 -26.779 -5.159 -0.35
H 9.219 -28.874 -9.878 0.14
H 9.623 -32.420 0.525 0.33
H 9.299 -36.206 -7.838 -0.12
N 16.286 -30.551 -3.856 0.29
N 8.968 -38.408 -8.369 0.72
H 3.363 -29.691 -10.641 0.44
C 9.838 -36.077 -6.901 0.47
H 14.842 -29.704 -5.321 -0.25
O 2.362 -33.447 -9.077 -0.96
C 11.368 -30.029 -6.614 1.89
Cs 14.830 -27.211 -6.719 1.40
O 7.953 -39.326 -6.104 -1.00
H 16.015 -34.172 -12.578 0.28
C 10.223 -41.230 -6.449 -1.08
C 17.706 -30.067 -3.797 -1.06
H 9.801 -32.316 -7.535 -0.12
C 8.904 -36.594 -1.580 -0.91
N 8.864 -26.735 0.224 0.36
P 9.182 -38.738 -6.675 0.16
H 9.211 -41.432 -6.142 0.34
H 14.852 -31.040 -8.028 0.19
H 2.316 -30.992 -11.145 0.37
C 15.366 -33.906 -11.658 -0.85
H 14.296 -26.586 -9.803 -0.40
H 6.864 -30.152 -9.457 0.19
N 14.307 -34.917 -11.432 0.60
H 10.697 -31.349 -4.925 -0.56
H 16.812 -25.916 -12.355 0.29
N 7.302 -27.739 -7.130 1.65
H 2.399 -29.799 -7.070 0.35
C 10.598 -29.396 -7.800 -1.48
H 15.890 -33.297 -1.792 0.41
H 5.507 -29.187 -10.069 -0.17
H 12.762 -30.332 -13.706 0.48
H 7.979 -36.946 -9.501 0.32
H 6.170 -33.529 -4.475 0.66
C 15.223 -33.429 -2.643 -1.17
C 9.843 -37.239 -4.704 -1.04
P 7.737 -27.867 -0.233 0.04
H 10.244 -33.207 -6.056 -1.16
C 5.988 -33.179 -7.569 0.01
N 7.365 -34.090 -2.769 0.58
H 8.507 -27.957 -3.343 0.37
H 11.233 -28.715 -8.361 0.25
H 5.634 -32.747 -10.362 0.04
H 16.071 -33.799 -10.879 0.47
C 6.859 -29.007 -6.542 0.44
H 12.604 -30.308 -9.582 -0.67
N 5.237 -27.051 -8.491 0.37
C 6.418 -34.197 -1.584 -1.27
H 12.215 -20.478 -6.765 0.41
C 2.941 -30.616 -10.379 -1.32
H 5.495 -34.943 -9.877 0.32
H 11.280 -36.940 -10.941 0.47
H 9.802 -28.753 -7.366 0.21
C 15.950 -29.344 -14.757 -1.16
H 3.103 -31.871 -5.353 0.45
N 11.358 -24.305 -5.460 0.47
H 3.712 -26.242 -7.253 0.44
H 15.644 -25.014 -11.320 0.31
H 13.345 -38.105 -12.322 0.25
C 4.406 -26.714 -9.679 -1.18
H 4.875 -27.247 -10.456 0.46
N 4.824 -33.614 -8.368 0.31
C 9.204 -39.493 -9.317 -1.07
H 6.786 -29.748 -11.131 0.58
N 12.720 -30.522 -6.928 1.05
H 15.551 -36.399 -10.579 0.43
C 12.282 -21.417 -7.357 -1.20
H 9.990 -30.052 -8.427 -0.09
H 11.223 -21.669 -7.519 0.29
C 14.159 -21.764 -6.100 -1.12
H 9.441 -35.285 -6.280 -0.74
H 10.360 -26.946 1.709 0.32
```

Output
- E_LUMO: -0.1 eV
- Orbital gap: 5.85 eV
- HOMO energy: -0.21845 hartree
- M: 1901.99 Da
- Maximum force: 4.121 eV Å⁻¹



4.
Here is 6 unconnected molecules or ions with the total composition C8H12Cl16 in a non-equilibrium geometry from OMol25. Energies are from ωB97M-V/def2-TZVPD.

The geometry in XYZ format:
```
36
Properties=species:S:1:pos:R:3:mulliken_charge:R:1
C -2.945 -3.853 0.738 -0.51
Cl 4.792 2.314 -1.193 -0.15
C 0.491 0.415 1.893 -0.17
H 3.599 0.355 -0.492 -0.22
C 0.268 2.658 -2.648 -0.08
H 1.061 2.414 -1.941 -0.12
Cl 0.667 -4.796 -0.034 -0.13
H -3.267 -1.732 1.162 -0.06
H -0.051 3.688 -4.590 0.34
Cl 1.112 1.182 0.326 0.01
Cl 2.621 -2.688 0.567 -0.03
H 1.283 4.405 -3.642 0.29
C 4.649 0.641 -0.559 0.57
Cl 2.298 -5.035 2.321 -0.13
Cl -0.590 -0.943 1.533 -0.04
H -2.695 4.218 0.634 0.39
C -2.390 3.378 1.257 -0.12
H -2.214 -3.691 -0.054 0.25
Cl 1.998 2.471 -4.672 -0.21
H -0.057 1.127 2.512 0.29
Cl -0.746 3.834 -1.753 -0.20
Cl -0.736 3.702 1.748 -0.10
Cl -1.880 -4.356 2.086 -0.18
C 1.530 -3.892 1.221 0.38
C 0.756 3.483 -3.886 -0.40
Cl 1.891 -0.208 2.782 -0.09
C -3.786 -2.686 1.073 0.01
Cl -5.034 -2.519 -0.148 -0.21
H -3.467 -4.702 0.296 0.41
H -0.406 1.810 -2.772 0.38
H -4.255 -2.804 2.050 0.32
Cl 5.261 -0.386 -1.826 -0.12
Cl 5.416 0.430 1.029 -0.11
Cl -2.582 1.811 0.458 -0.05
Cl -3.354 3.341 2.717 -0.13
H 0.762 -3.386 1.806 -0.11
```

Output
- E_LUMO: 0.3 eV
- Structure (SMILES): ClC(Cl)Cl.ClC(Cl)Cl.ClC(Cl)Cl.ClC(Cl)Cl.ClCCCl.ClCCCl
- Orbital gap: 11.09 eV
- HOMO energy: -0.39790 hartree
- M: 675.43 Da
- Maximum force: 2.339 eV Å⁻¹
- Energy relative to the best compared isomer or geometry (same formula, charge and spin): 19.1 kcal per mole